C10H16 | wB97M-V/def2-TZVPD

frontier orbital gap: 0.3711 Ha
multiplicity: 1
E_tot: -10629.53575 eV
E_HOMO: -9.08 eV
energy above the lowest of the compared OMol25 structures with the same formula, charge and spin: 0.208 eV

Geometry as XYZ:
```
26
Properties=species:S:1:pos:R:3:forces:R:3
C -0.40034 -3.42943 0.01232 -0.250 0.305 -0.113
C 0.23593 0.28106 2.08626 0.000 0.159 -0.204
C 1.31441 -0.40189 1.51532 -0.772 0.432 0.462
C -1.03645 -0.24820 2.01926 -0.273 -0.505 -0.241
C 1.09203 -1.61322 0.89450 -0.062 -0.187 -0.141
C -1.24559 -1.46828 1.37079 0.144 0.085 0.025
C -0.19667 -2.15664 0.78548 0.489 0.218 0.178
H 0.38951 1.25547 2.53092 0.056 -0.030 0.120
H 2.26880 0.08740 1.60325 0.422 -0.302 -0.205
H -1.90149 0.25965 2.42654 0.140 0.140 0.115
H 1.91240 -2.17294 0.47168 0.199 0.008 -0.117
H -2.23371 -1.89607 1.30747 -0.237 0.046 0.025
H -0.27792 -3.22453 -1.05038 0.258 -0.083 -0.114
H -1.42197 -3.78243 0.10476 -0.109 -0.198 0.242
H 0.29693 -4.20809 0.31463 -0.013 -0.051 -0.038
C 0.13357 2.57925 -1.15019 0.795 0.102 -0.092
C -1.11627 1.71683 -1.25445 -0.333 0.464 0.020
C 1.29878 2.01920 -1.97198 -0.038 -0.125 -0.237
H -0.05045 3.61138 -1.44448 -0.159 0.052 -0.218
H 0.47514 2.66323 -0.11826 -0.196 -0.164 0.205
H -1.21614 1.27070 -2.25014 0.161 -0.154 0.209
H -2.00973 2.33591 -1.13342 -0.014 -0.107 0.191
H 2.27757 2.40654 -1.69422 -0.030 0.185 0.167
H 1.34943 0.93718 -1.87119 0.008 -0.182 0.124
H -1.11807 0.96034 -0.46556 -0.044 -0.145 -0.342
H 1.18030 2.21760 -3.03890 -0.141 0.037 -0.023
```
Positions in Å, forces in eV/Å.